Entry 1:
109
Properties=species:S:1:pos:R:3:forces:R:3 method="wB97M-V/def2-TZVPD" e_lumo_ev=-9.8 orbital_gap_ha=0.2190 homo_ev=-15.790 charge=+3 de_lowest_ev=1.5120 largest_force_ev_per_a=1.65
Ti 0.0133 0.4031 1.1248 -0.57 1.27 -0.39
C -1.5437 -2.1945 -3.6833 0.10 0.03 0.18
C -0.3177 -2.2365 -2.7858 -0.08 -0.71 -0.25
C -0.4613 -3.3653 -1.7696 -0.04 0.38 -0.27
C 0.9399 -2.4270 -3.6210 -0.21 0.09 0.12
O -0.2281 -0.9958 -2.0326 0.08 -0.26 -0.03
Si -0.2109 0.4837 -2.7129 -0.42 -0.18 0.32
S 0.0704 1.5782 -0.8158 0.31 -0.05 0.85
O 1.1568 0.6895 -3.5000 -0.19 -0.09 0.15
C 1.7936 1.6154 -4.4163 0.35 0.31 -0.44
C 1.4118 1.1935 -5.8309 0.07 0.02 0.33
C 1.3264 3.0307 -4.1067 0.01 -0.36 -0.01
C 3.3023 1.4973 -4.2109 -0.42 -0.07 0.00
O -1.6691 0.8348 -3.2216 0.61 0.03 -0.12
C -2.7220 1.6885 -3.7119 -0.53 0.20 -0.18
C -2.3059 3.1565 -3.6740 0.00 -0.34 -0.06
C -3.9096 1.4417 -2.7772 0.35 0.00 -0.35
C -3.0588 1.2444 -5.1335 0.09 0.02 0.35
H -1.7052 -3.1594 -4.1523 0.02 -0.14 -0.09
H -1.4150 -1.4493 -4.4613 -0.08 0.08 -0.22
H -2.4227 -1.9409 -3.0960 -0.15 0.03 0.02
H -0.4307 -4.3241 -2.2783 0.01 -0.11 -0.06
H -1.4143 -3.2804 -1.2559 -0.08 -0.01 0.04
H 0.3484 -3.3319 -1.0436 0.07 -0.05 0.07
H 0.8860 -3.3693 -4.1558 0.01 -0.14 -0.07
H 1.8252 -2.4372 -2.9913 0.21 0.00 0.08
H 1.0345 -1.6250 -4.3450 0.12 0.04 -0.13
H 0.3293 1.1716 -5.9338 -0.14 0.02 -0.08
H 1.8102 0.2059 -6.0529 0.01 -0.08 -0.04
H 1.8170 1.8967 -6.5527 0.02 0.07 -0.09
H 0.2968 3.1606 -4.4181 -0.14 0.10 -0.04
H 1.9403 3.7526 -4.6338 0.05 0.13 -0.08
H 1.3981 3.2243 -3.0381 0.09 0.10 0.13
H 3.6390 0.4726 -4.3431 0.00 -0.12 -0.02
H 3.5907 1.8448 -3.2216 0.04 0.06 0.13
H 3.7949 2.1181 -4.9530 0.14 0.06 -0.04
H -1.7246 3.3680 -2.7782 0.01 0.09 0.12
H -3.1947 3.7798 -3.6708 -0.08 0.12 -0.01
H -1.7210 3.4214 -4.5503 0.05 0.04 -0.04
H -3.6859 1.8294 -1.7834 -0.02 0.07 0.16
H -4.1220 0.3753 -2.7292 -0.04 -0.09 0.05
H -4.7896 1.9500 -3.1578 -0.13 0.08 0.03
H -2.1849 1.3236 -5.7764 0.07 0.02 -0.05
H -3.8403 1.8821 -5.5386 -0.07 0.05 -0.06
H -3.4118 0.2153 -5.1388 -0.03 -0.07 -0.03
C 3.2793 1.5380 -0.0441 -0.05 0.16 -0.17
N 2.7621 1.2463 1.3013 -0.20 0.42 0.18
C 3.7785 0.4369 1.9883 -0.04 -0.16 0.13
C 2.6134 2.5082 2.0490 -0.27 0.21 0.04
C 1.2552 3.1551 1.8233 0.86 0.24 -0.34
N 0.1219 2.3410 2.3264 -0.01 -0.28 -0.23
C 0.2815 2.1867 3.7873 0.11 -0.16 0.72
C -1.0853 3.1757 2.1451 -0.55 0.38 -0.03
H 4.2685 2.0045 0.0098 0.01 -0.04 0.10
H 2.6125 2.2128 -0.5745 0.02 -0.02 -0.01
H 3.3755 0.6198 -0.6185 -0.03 -0.04 -0.08
H 4.6819 1.0280 2.1777 -0.06 -0.03 -0.01
H 4.0683 -0.4088 1.3670 -0.04 -0.02 0.04
H 3.3970 0.0754 2.9454 0.05 0.06 0.00
H 3.3912 3.2280 1.7503 -0.12 -0.13 0.10
H 2.7627 2.2998 3.1117 -0.01 0.08 -0.12
H 1.0979 3.3393 0.7564 0.02 0.07 0.24
H 1.2510 4.1224 2.3426 -0.11 -0.12 -0.07
H 0.6142 3.1314 4.2297 -0.01 -0.03 -0.15
H 1.0045 1.4104 4.0437 -0.07 0.15 -0.08
H -0.6783 1.9317 4.2354 0.20 0.03 -0.10
H -0.9793 4.0999 2.7268 0.05 -0.14 -0.09
H -1.9717 2.6521 2.5098 0.17 0.06 -0.10
H -1.1987 3.4570 1.0955 -0.01 -0.07 0.09
N 0.6595 -2.0384 4.5236 0.08 0.19 -0.77
C -0.0133 -1.5524 5.6735 -0.32 0.33 0.63
C 0.4695 -1.8614 6.9351 -0.07 0.03 -0.18
C -0.1401 -1.3219 8.0606 0.04 -0.04 -0.07
C -1.2124 -0.4586 7.9324 -0.12 0.00 -0.10
C -1.7037 -0.1411 6.6711 0.13 -0.10 -0.01
C -1.1117 -0.7061 5.5583 0.22 0.11 -0.68
S -1.7201 -0.3448 3.9148 -0.41 -0.41 0.54
N -0.2936 -0.5294 3.0071 0.86 0.18 0.23
C 0.6154 -1.4143 3.3303 -0.39 -0.11 0.67
C 1.5447 -1.7636 2.2376 0.80 -0.81 -0.20
C 2.4852 -2.7953 2.3004 -0.51 0.57 0.05
C 3.1836 -3.1530 1.1561 -0.02 0.21 -0.40
C 2.9198 -2.4831 -0.0328 -0.14 -0.08 0.46
C 1.9801 -1.4607 -0.0252 0.28 -0.02 -0.59
N 1.3285 -1.0896 1.0791 0.54 -1.52 0.34
H 1.3892 -2.7096 4.7184 -0.03 0.03 -0.19
H 1.3195 -2.5183 7.0407 0.14 -0.09 0.05
H 0.2374 -1.5773 9.0367 0.05 -0.02 0.13
H -1.6813 -0.0287 8.8025 -0.03 0.00 0.13
H -2.5522 0.5167 6.5613 -0.07 0.10 0.00
H 2.6692 -3.3381 3.2140 -0.03 0.00 0.13
H 3.9152 -3.9476 1.1863 0.02 -0.06 0.03
H 3.4203 -2.7511 -0.9517 -0.01 0.03 -0.05
H 1.7190 -0.9365 -0.9414 0.05 -0.09 0.21
O -2.0218 0.7597 0.9872 -0.13 0.20 -0.27
C -3.1312 -0.1049 0.7273 -0.99 -0.81 0.05
C -2.7613 -1.5504 0.9077 0.03 0.02 0.02
C -3.7765 -2.5027 0.9068 0.19 0.05 -0.01
C -3.4536 -3.8306 1.1052 0.17 0.16 -0.02
C -2.1188 -4.1529 1.3126 0.05 0.25 -0.01
C -1.1769 -3.1405 1.2720 0.04 -0.17 0.18
N -1.4727 -1.8514 1.0645 -0.24 0.45 -0.45
H -2.0401 1.4552 0.3009 0.02 -0.11 0.29
H -3.4957 0.0298 -0.2977 0.20 0.25 0.12
H -3.9479 0.1449 1.4196 0.26 0.07 -0.17
H -4.7998 -2.2020 0.7510 -0.16 0.09 0.01
H -4.2186 -4.5912 1.1022 -0.07 -0.07 0.02
H -1.8128 -5.1719 1.4817 0.09 -0.10 0.03
H -0.1349 -3.3934 1.4123 0.07 0.04 -0.07

Entry 2:
52
Properties=species:S:1:pos:R:3:forces:R:3 method="wB97M-V/def2-TZVPD" e_lumo_ev=-0.4 orbital_gap_ha=0.2927 homo_ev=-8.361 charge=0 de_lowest_ev=5.5423 smiles="CCN(CC)C(=O)[C@@H]1CCCN(C/C=C/c2ccccc2[N+](=O)[O-])C1" largest_force_ev_per_a=1.48
C 4.8116 2.6598 -2.3758 0.03 -0.01 0.27
H 4.1968 3.5276 -2.6034 -0.07 0.08 -0.09
H 4.3713 1.7805 -2.8393 -0.05 -0.08 -0.08
H 5.7977 2.8190 -2.8042 0.08 0.05 -0.10
C 4.9407 2.4476 -0.8712 0.30 -0.14 -0.15
N 3.6845 2.0881 -0.2338 0.27 0.21 -0.07
C 3.5549 0.8198 0.2338 -0.28 0.17 0.13
O 4.4523 0.0028 0.1107 0.10 -0.39 0.01
C 2.2631 0.4141 0.9231 0.23 -0.37 -0.03
H 1.5523 1.2348 1.0116 -0.01 0.05 -0.04
C 1.6228 -0.7264 0.1014 0.13 0.16 -0.10
N 0.4324 -1.2780 0.7035 -0.10 -0.02 -0.18
C -0.7502 -0.4349 0.6069 -0.07 0.00 0.14
C -1.9773 -1.2747 0.4371 -0.18 0.18 -0.21
C -2.9736 -0.9660 -0.3879 0.59 0.17 0.22
C -4.1747 -1.7736 -0.5526 -0.49 0.01 -0.08
C -4.0897 -3.1685 -0.5199 -0.10 0.11 -0.02
C -5.1975 -3.9665 -0.7205 -0.08 0.01 0.02
C -6.4374 -3.3972 -0.9813 0.11 0.00 0.04
C -6.5535 -2.0246 -1.0283 -0.01 0.24 0.00
C -5.4392 -1.2195 -0.8070 0.19 -1.47 0.06
N -5.6536 0.2009 -0.8190 -0.18 0.73 -0.07
O -6.6281 0.6128 -1.4163 -0.16 0.14 -0.12
O -4.8685 0.9132 -0.2255 0.07 0.14 0.14
H -7.5025 -1.5476 -1.2223 -0.01 -0.01 -0.01
H -7.3024 -4.0204 -1.1445 -0.09 -0.03 -0.02
H -5.0965 -5.0408 -0.6836 0.03 -0.09 0.00
H -3.1239 -3.6198 -0.3539 0.11 -0.02 -0.03
H -2.9211 -0.0487 -0.9586 0.10 0.02 -0.03
H -2.0312 -2.1548 1.0618 -0.07 -0.17 0.10
H -0.8871 0.2029 1.4968 0.07 0.05 -0.09
H -0.6521 0.2281 -0.2556 0.02 0.02 0.05
C 0.7106 -1.7670 2.0414 -0.02 0.06 0.24
C 1.3334 -0.7105 2.9627 0.03 -0.11 -0.18
C 2.5882 -0.1269 2.3208 -0.17 0.15 0.07
H 2.9970 0.6720 2.9450 0.07 -0.04 0.01
H 3.3521 -0.9004 2.2208 0.05 0.03 -0.02
H 0.6122 0.0892 3.1515 -0.03 0.00 0.08
H 1.5797 -1.1675 3.9221 -0.05 0.02 0.06
H -0.2158 -2.1461 2.4779 0.03 -0.09 0.00
H 1.4064 -2.6054 1.9387 -0.04 -0.05 0.09
H 1.3795 -0.3803 -0.9068 0.04 -0.04 -0.02
H 2.3596 -1.5299 0.0104 0.04 0.10 -0.04
C 2.6846 3.1313 -0.1294 -0.44 -0.01 -0.02
C 1.5530 3.0052 -1.1506 0.19 0.12 0.19
H 1.0088 2.0744 -1.0197 -0.09 -0.11 0.02
H 0.8578 3.8323 -1.0282 -0.13 0.07 -0.03
H 1.9447 3.0271 -2.1633 0.02 -0.01 -0.11
H 2.2700 3.1519 0.8835 0.07 0.08 -0.09
H 3.1968 4.0839 -0.2856 -0.01 -0.07 0.09
H 5.6297 1.6229 -0.6781 -0.06 0.23 0.01
H 5.3312 3.3539 -0.3954 -0.02 -0.07 0.01

Entry 3:
33
Properties=species:S:1:pos:R:3:forces:R:3 method="wB97M-V/def2-TZVPD" e_lumo_ev="4.8 / 4.8" orbital_gap_ha="0.1436 / 0.2099" multiplicity=8 homo_ev="0.941 / -0.864" charge=-2 largest_force_ev_per_a=3.11
V 1.7792 -2.3893 -2.2798 -0.15 -0.82 -0.51
Cl -0.2563 -1.5994 -2.5158 -2.10 0.70 -0.22
C 1.5334 -4.1100 -1.3227 -0.18 -2.00 0.72
C 2.4942 -2.3400 -4.1148 0.87 -0.45 -2.14
H 2.1951 -4.9360 -1.6259 0.01 -0.10 0.10
H 1.6483 -3.9918 -0.2335 0.03 0.06 -0.02
H 0.4987 -4.4525 -1.4829 -0.04 -0.14 0.00
H 3.1653 -3.1678 -4.3916 0.09 0.08 -0.16
H 3.0328 -1.3985 -4.3034 -0.02 -0.02 0.06
H 1.6410 -2.3617 -4.8113 0.04 -0.05 -0.14
Mn 1.0310 -0.1881 -0.7904 -0.17 0.90 -0.10
C 1.0580 1.8696 -1.3264 0.19 -0.12 0.07
C 2.8369 -1.3020 -1.2401 1.74 1.68 1.96
H 2.1062 2.1454 -1.4975 -0.14 0.32 -0.11
H 0.4448 1.9849 -2.2281 0.12 0.23 0.08
H 0.6259 2.4277 -0.4841 0.10 0.19 -0.24
H 3.5684 -0.5856 -1.6392 -0.13 0.15 -0.13
H 3.1488 -1.5216 -0.2112 0.16 -0.35 0.20
O -0.4703 0.4325 3.3886 0.22 -0.25 -0.17
C -1.4883 1.2437 3.0905 -0.63 0.33 -0.11
C -2.0691 1.9725 4.1453 -0.29 0.01 -0.75
C -3.1488 2.8135 3.8709 0.18 -0.20 -0.08
C -3.6613 2.9456 2.5703 -0.04 0.03 0.15
C -3.0798 2.2325 1.5291 0.07 -0.12 0.38
C -2.0087 1.3821 1.7748 0.42 0.07 0.58
C -1.3314 0.7384 0.6115 0.63 -0.29 -2.29
O -1.7724 0.8925 -0.5468 0.21 -0.27 1.96
O -0.2136 0.1029 0.8723 -1.12 0.00 0.67
H -0.1518 0.0519 2.5120 -0.11 0.31 -0.07
H -1.6434 1.8448 5.1370 -0.16 0.12 -0.08
H -3.5861 3.3647 4.6979 -0.07 0.05 -0.11
H -4.5056 3.5990 2.3485 0.18 -0.08 0.25
H -3.4211 2.3001 0.4967 0.08 0.04 0.25

Entry 4:
17
Properties=species:S:1:pos:R:3:forces:R:3 method="wB97M-V/def2-TZVPD" e_lumo_ev=0.8 orbital_gap_ha=0.3691 homo_ev=-9.261 charge=0 de_lowest_ev=4.0055 smiles="CN(C)N(C)C=O" largest_force_ev_per_a=6.50
C -1.8748 -0.6339 -0.0293 -1.56 -4.28 0.88
C -0.8061 1.5170 -0.0908 5.98 -0.74 -2.43
C 1.0291 -0.3560 1.3591 2.83 1.93 -1.05
C 1.1091 -0.5977 -1.2371 3.74 -4.00 2.56
N -0.7426 0.0267 -0.1171 0.62 1.53 1.17
N 0.4447 -0.7005 0.0845 -2.47 0.00 -1.99
O -2.9888 -0.2270 0.1664 -1.12 1.70 -0.25
H -1.8415 -1.7958 -0.0595 1.10 1.52 -0.21
H 0.0090 2.0286 0.6236 -2.21 -1.30 -1.39
H -0.5148 1.7814 -1.2021 -0.53 0.20 2.19
H -1.7830 1.7110 0.0451 -3.18 1.28 0.90
H 0.2999 0.0737 2.0855 0.58 -0.17 -0.93
H 1.5168 -1.1869 1.8262 0.03 -0.81 0.18
H 1.9558 0.3553 1.1055 -1.88 -0.72 1.09
H 0.5387 -0.9379 -2.0967 -0.43 0.34 0.44
H 1.6091 0.3152 -1.3048 0.49 1.94 -0.75
H 2.0393 -1.3733 -1.1584 -1.99 1.59 -0.39

Entry 5:
60
Properties=species:S:1:pos:R:3:forces:R:3 method="wB97M-V/def2-TZVPD" e_lumo_ev=0.7 orbital_gap_ha=0.3307 homo_ev=-8.273 charge=0 de_lowest_ev=0.3155 smiles="CCCCCn1c(CN2CCCC[C@@H]2CC)nc2c1c(=O)n(C)c(=O)n2C" largest_force_ev_per_a=1.37
C -1.4372 -4.7562 0.4124 0.24 0.04 0.06
C 0.0278 -4.5190 0.0643 -0.09 -0.06 -0.19
C 0.2231 -3.8004 -1.2723 -0.06 0.07 0.15
C -0.4717 -2.4432 -1.3714 0.24 -0.08 0.09
C 0.0199 -1.4608 -0.3057 0.02 -0.67 -0.19
N -0.5165 -0.1427 -0.5366 -0.12 0.55 0.00
C 0.0180 0.9043 -1.2080 -0.07 -0.29 0.11
N -0.8271 1.9194 -1.3169 -0.31 0.47 -0.20
C -1.9539 1.5142 -0.6999 0.54 -1.22 0.31
C -1.8034 0.2277 -0.2055 -0.22 0.75 -0.19
C -2.8468 -0.4520 0.4934 0.25 0.09 -0.14
O -2.8072 -1.5768 0.9620 0.10 -0.15 0.04
N -3.9896 0.3472 0.5911 -0.16 -0.15 0.12
C -4.1706 1.6379 0.1112 0.10 0.19 -0.12
O -5.2209 2.2219 0.2700 -0.29 0.06 0.08
N -3.1073 2.2167 -0.5468 -0.06 0.04 0.01
C -3.2167 3.5584 -1.0745 -0.09 0.28 -0.09
H -4.2024 3.9386 -0.8147 0.13 -0.02 -0.04
H -3.0913 3.5398 -2.1571 -0.01 0.05 0.02
H -2.4387 4.1861 -0.6404 -0.03 0.03 -0.03
C -5.1434 -0.2148 1.2741 -0.24 -0.15 0.16
H -4.8788 -1.2201 1.5931 -0.05 0.12 -0.03
H -5.9964 -0.2409 0.5968 0.02 0.01 0.06
H -5.4012 0.4026 2.1342 -0.02 -0.04 -0.05
C 1.4171 0.9709 -1.7363 0.22 0.00 -0.03
N 2.3718 1.6516 -0.8780 0.06 -0.11 0.05
C 2.0356 3.0472 -0.6233 -0.07 0.35 0.07
C 1.3932 3.2735 0.7456 0.07 -0.02 -0.11
C 2.3631 2.8627 1.8592 0.05 0.01 -0.03
C 3.3966 1.8691 1.3252 -0.30 -0.11 0.09
H 3.8214 1.3029 2.1539 0.09 -0.02 -0.04
H 4.2126 2.4000 0.8335 0.10 -0.03 -0.04
C 2.7754 0.9055 0.3140 0.51 -0.19 -0.12
C 3.7951 -0.1786 -0.0785 -0.31 -0.07 0.25
C 3.9724 -1.2526 0.9891 0.04 0.13 -0.19
H 4.3690 -0.8328 1.9097 0.03 -0.02 0.14
H 4.6655 -2.0150 0.6411 0.05 -0.11 0.05
H 3.0232 -1.7343 1.2176 -0.10 -0.09 0.06
H 3.4818 -0.6581 -1.0070 0.02 0.02 -0.08
H 4.7522 0.3047 -0.2797 0.00 0.08 -0.10
H 1.9070 0.4224 0.7977 -0.01 -0.02 0.02
H 2.8814 3.7378 2.2547 -0.02 0.00 0.07
H 1.8073 2.4112 2.6835 0.03 0.03 0.05
H 0.4790 2.6811 0.8039 -0.04 0.05 0.00
H 1.1096 4.3216 0.8454 -0.09 0.02 0.00
H 2.9547 3.6394 -0.6944 -0.10 0.10 -0.02
H 1.3537 3.3834 -1.4043 0.09 0.06 -0.01
H 1.3847 1.5213 -2.6806 -0.08 -0.17 0.04
H 1.7816 -0.0359 -1.9443 -0.01 0.03 -0.08
H -0.3246 -1.7857 0.6779 0.17 0.06 -0.04
H 1.1096 -1.4129 -0.3133 -0.02 0.06 0.07
H -0.2786 -2.0176 -2.3606 -0.05 0.05 0.02
H -1.5489 -2.5689 -1.2643 -0.08 0.08 -0.03
H 1.2946 -3.6664 -1.4460 0.04 -0.02 -0.10
H -0.1624 -4.4366 -2.0721 0.07 -0.04 -0.05
H 0.5420 -5.4818 0.0032 0.07 0.05 0.08
H 0.5044 -3.9503 0.8648 0.09 -0.03 0.07
H -1.9449 -5.2612 -0.4068 -0.11 -0.07 -0.09
H -1.9517 -3.8221 0.6193 -0.12 0.07 0.01
H -1.5123 -5.3832 1.2978 -0.09 -0.06 0.08

Entry 6:
12
Properties=species:S:1:pos:R:3:forces:R:3 method="wB97M-V/def2-TZVPD" e_lumo_ev=-0.5 orbital_gap_ha=0.3558 homo_ev=-10.201 charge=0 de_lowest_ev=2.4880 largest_force_ev_per_a=5.39
C 2.6390 0.4745 -0.0633 -0.72 0.14 -1.52
C 1.4872 -0.0009 0.4065 -0.93 -1.03 1.90
O -1.1653 -1.6030 0.0739 0.13 1.57 -0.20
O -1.6271 1.2413 -0.3798 3.34 2.03 -2.16
Si -2.5855 0.2703 0.1856 -2.02 -3.91 3.11
Si 0.0442 -0.8085 -0.5523 -0.92 0.91 1.57
H 3.3248 0.8941 0.6653 0.35 -0.02 -0.50
H 2.8075 0.5351 -1.1853 0.16 -0.01 1.64
H 1.4023 -0.0210 1.5741 -0.17 0.03 -2.26
H -3.9014 -0.0981 -0.4681 0.69 -0.01 0.24
H -2.5587 0.0779 1.7218 -0.41 0.09 -1.16
H 0.1331 -0.9616 -1.9785 0.50 0.20 -0.67

> The highest charge belongs to which entry?

C36H59N6O4S2SiTi